Computed, not measured: a cluster of 2 separate species, H2IOPS2 in total, with the ωB97M-V functional and the def2-TZVPD basis.

**Energy above the lowest of the compared OMol25 structures with the same formula, charge and spin**: 1.487 eV
**HOMO**: -9.26 eV
**E_LUMO**: -1.72 eV
**SMILES**: O=PI.SS
**Gap between HOMO and LUMO**: 7.54 eV

Last columns: bonded neighbours and bond lengths (Å).
Element x y z (Å)
1 O 1.71230 1.56527 0.70052  P2 1.443
2 P 3.14291 1.73099 0.60467  O1 1.443, I3 2.608
3 I 4.08830 -0.64902 0.11300  P2 2.608
4 S -2.70212 -1.53299 -0.98268  S5 2.062, H6 1.310
5 S -2.51343 0.41720 -0.34039  S4 2.062, H7 1.340
6 H -2.49152 -2.30749 0.05299  S4 1.310
7 H -1.23644 0.77605 -0.14811  S5 1.340


Computed, not measured: a cluster of 4 separate species, C18H48ClN4O15P4S in total, with the ωB97M-V functional and the def2-TZVPD basis.

**Energy above the lowest of the compared OMol25 structures with the same formula, charge and spin**: 0.000 eV
**HOMO**: -11.26 eV
**E_LUMO**: -4.16 eV
**Gap between HOMO and LUMO**: 7.11 eV
**Net charge**: +1

Last columns: bonded neighbours and bond lengths (Å).
Element x y z (Å)
1 N 6.74885 2.88780 -1.03667  C2 1.477, H20 1.017, H21 1.017
2 C 6.38877 1.78680 -1.95233  N1 1.477, C3 1.560, H22 1.106, H23 1.105
3 C 6.16791 0.45474 -1.17154  C2 1.560, C4 1.553, H24 1.106, H25 1.099
4 C 4.66376 0.19019 -0.88892  C3 1.553, C5 1.561, H26 1.101, H27 1.104
5 C 4.01232 -0.84894 -1.85437  C4 1.561, C6 1.576, H28 1.100, H29 1.100
6 C 2.48895 -0.46151 -1.96527  C5 1.576, N7 1.484, H30 1.092, H31 1.104
7 N 2.34193 0.34770 -3.20062  C6 1.484, C8 1.349, H32 1.020
8 C 1.21726 1.08701 -3.28675  N7 1.349, N9 1.315, N13 1.403
9 N 1.02516 1.85128 -4.33947  C8 1.315, P10 1.794, H33 1.020
10 P 2.13370 2.06080 -5.73408  N9 1.794, O11 1.637, Cl12 2.088
11 O 3.66201 2.08577 -5.14781  P10 1.637, H34 0.975
12 Cl 1.77275 4.04147 -6.28592  P10 2.088
13 N 0.25242 0.99076 -2.27312  C8 1.403, S14 1.728, C15 1.487
14 S -1.04957 -0.04973 -2.72862  N13 1.728, H35 1.371
15 C -0.18771 2.30357 -1.73097  N13 1.487, C16 1.558, H36 1.102, H37 1.102
16 C 0.61396 2.75838 -0.47446  C15 1.558, O17 1.428, H38 1.106, H39 1.100
17 O -0.04218 2.40792 0.74492  C16 1.428, C18 1.373
18 C -0.27635 1.05643 0.80060  O17 1.373, O19 1.165, H40 1.110
19 O -1.32598 0.67308 1.12989  C18 1.165
20 H 7.59738 2.62881 -0.53875  N1 1.017
21 H 6.99031 3.69269 -1.61033  N1 1.017
22 H 7.19964 1.62140 -2.68665  C2 1.106
23 H 5.46892 2.09608 -2.48002  C2 1.105
24 H 6.65015 0.62167 -0.19070  C3 1.106
25 H 6.68182 -0.39226 -1.64702  C3 1.099
26 H 4.52946 -0.16528 0.14445  C4 1.101
27 H 4.13369 1.15145 -1.00450  C4 1.104
28 H 4.45909 -0.77807 -2.85717  C5 1.100
29 H 4.09467 -1.86787 -1.44945  C5 1.100
30 H 2.25606 0.09039 -1.05229  C6 1.092
31 H 1.84606 -1.35463 -2.05467  C6 1.104
32 H 2.48211 -0.22292 -4.03447  N7 1.020
33 H 0.14929 2.37174 -4.37923  N9 1.020
34 H 4.07845 2.95463 -5.29470  O11 0.975
35 H -0.83693 -1.16092 -1.95500  S14 1.371
36 H -1.23409 2.17999 -1.40712  C15 1.102
37 H -0.16727 3.13536 -2.45384  C15 1.102
38 H 1.66006 2.40026 -0.51441  C16 1.106
39 H 0.63965 3.85763 -0.49676  C16 1.100
40 H 0.54676 0.35466 0.55113  C18 1.110
41 C -4.79391 -3.73282 3.57844  O42 1.436, H49 1.088, H50 1.090, H51 1.092
42 O -3.87283 -4.71237 3.07387  C41 1.436, P43 1.682
43 P -2.54256 -4.10526 2.24228  O42 1.682, O44 1.509, O45 1.609, O47 1.673
44 O -3.21806 -3.85735 0.91588  P43 1.509
45 O -1.78548 -5.52451 2.29437  P43 1.609, C46 1.425
46 C -2.42950 -6.67121 1.74498  O45 1.425, H52 1.091, H53 1.090, H54 1.089
47 O -1.08307 -3.35320 1.91879  P43 1.673, C48 1.434
48 C -1.15656 -1.92791 1.78073  O47 1.434, H55 1.088, H56 1.088, H57 1.090
49 H -5.55249 -4.24949 4.16223  C41 1.088
50 H -4.27980 -3.02097 4.22457  C41 1.090
51 H -5.27445 -3.20422 2.75318  C41 1.092
52 H -3.11520 -6.40266 0.94063  C46 1.091
53 H -2.96957 -7.20133 2.52945  C46 1.090
54 H -1.65944 -7.32925 1.34473  C46 1.089
55 H -1.76678 -1.48374 2.56444  C48 1.088
56 H -1.56711 -1.67514 0.80593  C48 1.088
57 H -0.14477 -1.53030 1.85775  C48 1.090
58 C -4.70652 1.15904 -2.30408  O59 1.435, H66 1.088, H67 1.092, H68 1.091
59 O -4.54587 1.62947 -3.65009  C58 1.435, P60 1.691
60 P -5.28633 3.10901 -4.00171  O59 1.691, O61 1.504, O62 1.614, O64 1.669
61 O -6.68687 2.59692 -4.19660  P60 1.504
62 O -4.46102 3.24497 -5.38222  P60 1.614, C63 1.424
63 C -4.57136 2.20844 -6.35309  O62 1.424, H69 1.090, H70 1.092, H71 1.089
64 O -5.60030 4.74807 -4.04140  P60 1.669, C65 1.437
65 C -6.35925 5.26425 -2.93627  O64 1.437, H72 1.090, H73 1.089, H74 1.088
66 H -4.11597 0.25247 -2.18697  C58 1.088
67 H -4.34490 1.90794 -1.59678  C58 1.092
68 H -5.75322 0.93217 -2.09651  C58 1.091
69 H -5.53276 1.69793 -6.29164  C63 1.090
70 H -3.76193 1.48839 -6.21888  C63 1.092
71 H -4.47732 2.66053 -7.33941  C63 1.089
72 H -5.99302 4.86912 -1.98912  C65 1.090
73 H -7.41178 5.01188 -3.05986  C65 1.089
74 H -6.25069 6.34702 -2.92934  C65 1.088
75 C 2.27855 0.63678 5.78931  O76 1.432, H83 1.088, H84 1.092, H85 1.092
76 O 2.15641 -0.37330 6.79703  C75 1.432, P77 1.688
77 P 1.62329 -1.88197 6.25961  O76 1.688, O78 1.509, O79 1.607, O81 1.670
78 O 0.14984 -1.56360 6.18703  P77 1.509
79 O 2.05563 -2.58664 7.63783  P77 1.607, C80 1.426
80 C 1.51455 -2.09979 8.86355  O79 1.426, H86 1.090, H87 1.090, H88 1.089
81 O 1.59421 -3.37677 5.51502  P77 1.670, C82 1.433
82 C 1.25658 -3.36488 4.12198  O81 1.433, H89 1.092, H90 1.087, H91 1.088
83 H 2.70805 1.52512 6.24800  C75 1.088
84 H 2.94048 0.30171 4.98865  C75 1.092
85 H 1.29681 0.88406 5.37916  C75 1.092
86 H 0.53149 -1.64991 8.72079  C80 1.090
87 H 2.19509 -1.36982 9.30247  C80 1.090
88 H 1.41859 -2.94286 9.54584  C80 1.089
89 H 1.79141 -2.57034 3.59832  C82 1.092
90 H 0.18510 -3.22919 4.00328  C82 1.087
91 H 1.54139 -4.32278 3.69090  C82 1.088


Computed, not measured: a cluster of 10 separate species, C16H28Cl24 in total, with the ωB97M-V functional and the def2-TZVPD basis.

**HOMO**: -10.35 eV
**E_LUMO**: 0.35 eV
**SMILES**: ClC(Cl)Cl.ClC(Cl)Cl.ClC(Cl)Cl.ClC(Cl)Cl.ClCCCl.ClCCCl.ClCCCl.ClCCCl.ClCCCl.ClCCCl
**Gap between HOMO and LUMO**: 10.70 eV

Last columns: bonded neighbours and bond lengths (Å).
Element x y z (Å)
1 Cl 24.14551 20.80467 1.21014  C2 1.797
2 C 25.53934 21.83741 0.73995  Cl1 1.797, Cl3 1.822, Cl4 1.734, H5 1.090
3 Cl 25.95143 23.06266 2.02350  C2 1.822
4 Cl 25.21842 22.57802 -0.79485  C2 1.734
5 H 26.44679 21.27566 0.51842  C2 1.090
6 Cl 28.69699 14.59705 -5.65820  C7 1.840
7 C 27.52747 15.76672 -6.46348  Cl6 1.840, Cl8 1.759, Cl9 1.728, H10 1.090
8 Cl 27.90156 17.42406 -6.00737  C7 1.759
9 Cl 25.92235 15.40091 -5.93946  C7 1.728
10 H 27.47642 15.69546 -7.54995  C7 1.090
11 Cl 24.77922 13.10333 0.99683  C12 1.718
12 C 25.00061 14.16698 -0.33420  Cl11 1.718, Cl13 1.777, Cl14 1.766, H15 1.090
13 Cl 25.73281 13.40325 -1.76137  C12 1.777
14 Cl 25.87841 15.63581 0.10364  C12 1.766
15 H 24.01882 14.52045 -0.64923  C12 1.090
16 Cl 26.39946 18.69806 2.27094  C17 1.711
17 C 27.78008 17.92151 2.91799  Cl16 1.711, Cl18 1.764, Cl19 1.716, H20 1.090
18 Cl 28.76926 17.35672 1.57081  C17 1.764
19 Cl 27.27348 16.60254 3.89267  C17 1.716
20 H 28.34860 18.61319 3.53966  C17 1.090
21 Cl 26.04997 18.93602 -1.18698  C22 1.817
22 C 27.74041 18.30097 -1.38884  Cl21 1.817, C23 1.552, H25 1.090, H26 1.090
23 C 27.99960 17.90904 -2.86764  C22 1.552, Cl24 1.785, H27 1.090, H28 1.090
24 Cl 29.33599 16.72741 -2.92066  C23 1.785
25 H 27.80322 17.34882 -0.86199  C22 1.090
26 H 28.51310 19.01276 -1.09830  C22 1.090
27 H 28.24404 18.74313 -3.52537  C23 1.090
28 H 27.10866 17.40887 -3.24735  C23 1.090
29 Cl 28.62839 21.68757 -3.06062  C30 1.808
30 C 28.07452 21.73728 -4.78077  Cl29 1.808, C31 1.486, H33 1.090, H34 1.090
31 C 26.75834 22.42488 -4.82472  C30 1.486, Cl32 1.847, H35 1.090, H36 1.090
32 Cl 26.14565 22.53897 -6.56314  C31 1.847
33 H 28.01971 20.72003 -5.16844  C30 1.090
34 H 28.85254 22.38863 -5.17893  C30 1.090
35 H 26.88827 23.38612 -4.32748  C31 1.090
36 H 25.92976 21.93667 -4.31168  C31 1.090
37 Cl 29.22862 14.15650 0.77884  C38 1.727
38 C 29.46304 13.65266 -0.85660  Cl37 1.727, C39 1.547, H41 1.090, H42 1.090
39 C 30.80368 12.89986 -1.03138  C38 1.547, Cl40 1.773, H43 1.090, H44 1.090
40 Cl 30.86852 12.25367 -2.68139  C39 1.773
41 H 29.52239 14.57797 -1.42965  C38 1.090
42 H 28.62980 13.01641 -1.15489  C38 1.090
43 H 30.87305 11.96741 -0.47117  C39 1.090
44 H 31.60436 13.52677 -0.63896  C39 1.090
45 Cl 22.64036 16.24622 -3.53819  C46 1.719
46 C 23.86031 17.45346 -3.44590  Cl45 1.719, C47 1.506, H49 1.090, H50 1.090
47 C 23.95709 18.11620 -4.79433  C46 1.506, Cl48 1.740, H51 1.090, H52 1.090
48 Cl 25.13981 19.38239 -4.62913  C47 1.740
49 H 24.86687 17.10349 -3.21686  C46 1.090
50 H 23.50220 18.09147 -2.63795  C46 1.090
51 H 22.99988 18.54756 -5.08721  C47 1.090
52 H 24.38435 17.40241 -5.49863  C47 1.090
53 Cl 33.69340 15.48707 -0.74340  C54 1.791
54 C 32.40456 16.55316 -1.38251  Cl53 1.791, C55 1.530, H57 1.090, H58 1.090
55 C 32.51960 17.98327 -0.85111  C54 1.530, Cl56 1.805, H59 1.090, H60 1.090
56 Cl 31.44840 19.14089 -1.72936  C55 1.805
57 H 31.49459 16.04158 -1.06892  C54 1.090
58 H 32.49986 16.57777 -2.46805  C54 1.090
59 H 33.49216 18.34162 -1.18847  C55 1.090
60 H 32.26264 18.22028 0.18131  C55 1.090
61 Cl 29.10353 21.12092 0.91888  C62 1.766
62 C 29.81108 22.71634 1.18671  Cl61 1.766, C63 1.560, H65 1.090, H66 1.090
63 C 30.98638 22.66481 2.21141  C62 1.560, Cl64 1.790, H67 1.090, H68 1.090
64 Cl 30.43814 21.94442 3.75561  C63 1.790
65 H 28.97636 23.28054 1.60265  C62 1.090
66 H 30.10515 22.89615 0.15264  C62 1.090
67 H 31.20625 23.71644 2.39535  C63 1.090
68 H 31.83824 22.11768 1.80760  C63 1.090


Computed, not measured: the molecule C5H6ClN3O, with the ωB97M-V functional and the def2-TZVPD basis.

**Energy above the lowest of the compared OMol25 structures with the same formula, charge and spin**: 1.273 eV
**HOMO**: -8.30 eV
**E_LUMO**: 0.32 eV
**SMILES**: NC(=O)[C@H]1N=CC=CN1Cl
**Gap between HOMO and LUMO**: 8.62 eV

Last columns: bonded neighbours and bond lengths (Å).
Element x y z (Å)
1 N -0.77567 2.40524 0.03301  C2 1.302, H11 0.999, H12 1.034
2 C 0.30536 1.70210 -0.14727  N1 1.302, O3 1.234, C4 1.560
3 O 1.16158 1.91043 -1.01177  C2 1.234
4 C 0.35306 0.41668 0.73573  C2 1.560, N5 1.408, N9 1.604, H13 1.117
5 N -0.93190 -0.12141 0.94193  C4 1.408, C6 1.274
6 C -1.34951 -1.15758 0.32879  N5 1.274, C7 1.470, H14 1.100
7 C -0.45390 -1.91208 -0.55956  C6 1.470, C8 1.350, H15 1.186
8 C 0.85549 -1.59513 -0.64715  C7 1.350, N9 1.330, H16 1.059
9 N 1.39039 -0.57774 0.02255  C4 1.604, C8 1.330, Cl10 1.709
10 Cl 3.00115 -0.69318 0.58329  N9 1.709
11 H -1.49666 1.89596 0.50182  N1 0.999
12 H -1.02525 3.14655 -0.64272  N1 1.034
13 H 0.73587 0.58798 1.77050  C4 1.117
14 H -2.41997 -1.18294 0.58237  C6 1.100
15 H -0.91356 -2.81686 -1.17382  C7 1.186
16 H 1.56352 -2.00799 -1.31771  C8 1.059